Molecular formula: C5H14NO2
Method: DFT, the ωB97M-V functional and the def2-TZVPD basis

Computed properties:
Charge: +1
Energy: -403.8210 Eh
HOMO-LUMO gap: 0.382 hartree
Relative energy (zero: lowest compared OMol25 entry of this formula, charge and spin): 3.276 eV

Bonds (Å) are listed after each position.
Atoms and positions in Å:
1 O -1.5884 1.7030 1.0936  C2 1.194
2 C -1.2508 0.5972 1.3907  O1 1.194, C3 1.562, H8 1.036
3 C -0.3525 -0.0384 0.2823  C2 1.562, C4 1.575, N7 1.521, H9 1.173
4 C 1.1983 0.0396 0.5458  C3 1.575, C5 1.568, C6 1.492, H10 1.072
5 C 1.9564 -1.1124 -0.2014  C4 1.568, H11 1.108, H12 1.133, H13 1.149
6 C 1.6712 1.3114 -0.0745  C4 1.492, H14 1.100, H15 1.142, H16 1.067
7 N -0.8642 0.3980 -1.0821  C3 1.521, H17 1.084, H18 1.003, H19 1.024
8 H -1.3609 0.0801 2.2811  C2 1.036
9 H -0.7040 -1.1210 0.5664  C3 1.173
10 H 1.2332 -0.1089 1.6069  C4 1.072
11 H 3.0128 -1.1641 0.1303  C5 1.108
12 H 1.8367 -1.3000 -1.3127  C5 1.133
13 H 1.4634 -2.0959 0.1303  C5 1.149
14 H 1.8373 1.2238 -1.1587  C6 1.100
15 H 2.7735 1.5243 0.1364  C6 1.142
16 H 1.3468 2.2921 0.1922  C6 1.067
17 H -0.0370 0.7495 -1.6876  N7 1.084
18 H -1.4132 -0.2456 -1.6209  N7 1.003
19 H -1.4884 1.1999 -0.9546  N7 1.024
20 H -3.0980 -0.9961 -0.8413  O22 1.048
21 H -3.4412 -1.7761 0.4508  O22 0.994
22 O -2.7312 -1.1606 0.1270  H20 1.048, H21 0.994